107
Properties=species:S:1:pos:R:3:mulliken_spin:R:1 method="wB97M-V/def2-TZVPD" total_energy_ha=-6380.49848 gap_ev="7.094 / 4.782" fmax_ev_per_a=1.3 multiplicity=5 lumo_ha="-0.0746 / -0.1578" homo_ha="-0.33532 / -0.33349" total_charge=+1
Co -0.14189 -0.04075 0.08799 2.63
S 2.29942 1.76150 -2.11042 0.67
C 0.47358 3.50215 -0.53592 0.08
C 1.22742 4.64184 -0.75945 0.00
C 0.60267 5.87720 -0.77239 0.00
C -0.76312 5.96803 -0.54151 0.00
C -1.51258 4.81985 -0.34268 0.00
C -0.90896 3.56578 -0.36270 -0.02
As -1.88183 1.88574 -0.17660 -0.04
C -3.71361 2.57269 -0.14856 0.02
C -4.19696 3.11155 1.04209 0.01
C -5.46449 3.66840 1.09594 0.00
C -6.26691 3.66718 -0.03692 0.00
C -5.79200 3.12584 -1.22225 0.00
C -4.51693 2.58098 -1.28050 0.00
C -1.78952 1.20037 -2.00548 -0.06
C -2.42718 -0.01888 -2.25324 0.05
C -2.28047 -0.65032 -3.47725 -0.01
C -1.49925 -0.07072 -4.46753 0.01
C -0.91201 1.16733 -4.24969 0.00
C -1.05708 1.80173 -3.02470 0.01
H 2.29583 4.56415 -0.91534 0.00
H 1.18360 6.76999 -0.96027 0.00
H -1.24697 6.93522 -0.52412 0.00
H -2.57854 4.89766 -0.17202 0.00
H -3.56387 3.11346 1.92504 0.00
H -5.82922 4.09752 2.01978 0.00
H -7.26758 4.07520 0.01044 0.00
H -6.41381 3.13100 -2.10746 0.00
H -4.14433 2.17731 -2.21349 0.00
H -3.05473 -0.46591 -1.48960 0.00
H -2.76781 -1.60074 -3.64987 0.00
H -1.35608 -0.58556 -5.40826 0.00
H -0.33131 1.63520 -5.03370 0.00
H -0.59557 2.76890 -2.86696 0.00
C 1.86531 -0.79130 3.93664 0.00
N 0.47118 -0.48854 4.24674 0.01
C -0.04447 -0.75188 5.58336 0.00
C -0.31558 -0.09784 3.23908 0.01
C -1.77562 0.11980 3.52195 0.01
O 0.16812 0.08717 2.11168 0.08
H 2.43691 -0.89478 4.85388 0.00
H 2.28683 0.00567 3.32646 0.00
H 1.93740 -1.71653 3.36197 0.00
H 0.76835 -1.08744 6.21870 0.00
H -0.81348 -1.52561 5.56550 0.00
H -0.47366 0.14997 6.02353 0.00
H -1.92626 0.73309 4.40974 0.00
H -2.26882 -0.84137 3.67936 0.00
H -2.22616 0.60236 2.65730 0.00
C 0.09797 3.50156 4.30315 0.01
N 0.19301 3.15269 2.89026 0.00
C 1.29461 2.86603 2.20895 0.06
S 1.32972 1.92843 -0.39740 0.21
N 2.44193 2.88850 2.86421 0.00
C 3.71893 2.58034 2.23949 0.00
H -0.94569 3.48914 4.60814 0.00
H 0.49535 4.50082 4.49668 0.00
H 0.64919 2.78117 4.91338 0.00
H -0.65716 3.19778 2.35667 0.01
H 2.50402 3.10908 3.85454 0.00
H 3.59102 2.56692 1.16211 0.01
H 4.08817 1.60407 2.56134 0.00
H 4.45862 3.33749 2.49714 0.00
C -2.71993 -6.04776 1.17903 0.00
C -2.60475 -4.55471 1.02326 -0.02
C -3.65047 -3.72560 1.41120 0.03
C -3.53056 -2.34430 1.28035 -0.01
C -4.65208 -1.41440 1.66442 0.00
C -2.34419 -1.83221 0.79738 0.05
C -1.25463 -2.63122 0.36770 0.04
C -1.43790 -4.02266 0.48526 0.03
N -0.14873 -1.96561 -0.09916 0.17
C 1.05589 -2.62819 -0.59689 -0.09
C 1.76746 -3.45145 0.49624 -0.01
C 3.06922 -4.04499 -0.05056 0.00
C 4.01168 -2.91027 -0.45429 0.00
C 3.34167 -2.07272 -1.54427 0.01
C 3.05780 -2.94842 -2.76599 0.00
C 2.11215 -4.07978 -2.35974 0.00
C 2.76435 -4.92810 -1.26396 0.00
C 0.79393 -3.48740 -1.84882 -0.03
C 2.02152 -1.51205 -1.01524 0.03
H -3.65858 -6.31884 1.65853 0.00
H -1.89645 -6.42629 1.78616 0.00
H -2.67204 -6.54391 0.20851 0.00
H -4.56014 -4.15988 1.80880 0.00
H -5.61652 -1.91510 1.59884 0.00
H -4.67064 -0.53628 1.01514 0.00
H -4.52703 -1.06097 2.69147 0.00
H -2.23161 -0.75125 0.72268 -0.01
H -0.67940 -4.71648 0.15973 0.01
H 1.13121 -4.25066 0.87114 0.00
H 1.98532 -2.77953 1.33311 0.00
H 3.53766 -4.65111 0.73085 0.00
H 4.95687 -3.31905 -0.82107 0.00
H 4.23452 -2.28517 0.41691 0.00
H 3.99434 -1.24253 -1.82930 0.00
H 3.99177 -3.36330 -3.15407 0.00
H 2.60021 -2.34650 -3.55678 0.00
H 1.90182 -4.71037 -3.22835 0.00
H 3.69078 -5.36833 -1.64219 0.00
H 2.09332 -5.74195 -0.97347 0.00
H 0.08784 -4.29007 -1.63946 0.00
H 0.34962 -2.84488 -2.61602 0.00
H 1.54298 -0.91615 -1.80084 0.05
H 2.21774 -0.86555 -0.14409 0.01